1.
One molecule with the formula C2H3NO3, computed with wB97M-V/def2-TZVPD.

## Properties
- energy above the lowest of the compared OMol25 structures with the same formula, charge and spin (eV) = 4.616
- M (g/mol) = 89.0
- DFT total energy (Ha) = -358.3600
- strongest force on any atom (eV/Å) = 3.83
- Kohn-Sham gap (eV) = 10.04
- structure (SMILES) = CC(=O)[N+](=O)[O-]
- highest occupied orbital energy (eV) = -10.515

Geometry as ORCA input:
```
! RIJCOSX wB97M-V def2-TZVPD def2/J DEFGRID3
* xyz 0 1
C -0.365 0.856 0.792
C 0.373 0.408 -0.377
O 1.097 0.934 -1.158
N 0.273 -1.311 -0.659
O -0.291 -2.013 0.177
O 0.711 -1.676 -1.725
H -0.551 -0.106 1.189
H -1.239 1.254 0.368
H -0.008 1.654 1.393
*
```

---

2.
C2H3NO3 as an isolated structure, computed with wB97M-V/def2-TZVPD.

## Properties
- energy above the lowest of the compared OMol25 structures with the same formula, charge and spin (eV) = 3.419
- M (g/mol) = 89.0
- DFT total energy (Ha) = -358.4040
- strongest force on any atom (eV/Å) = 5.56
- Kohn-Sham gap (eV) = 11.01
- highest occupied orbital energy (eV) = -11.057

Geometry as ORCA input:
```
! RIJCOSX wB97M-V def2-TZVPD def2/J DEFGRID3
* xyz 0 1
C -0.759 0.656 0.987
C 0.049 -0.258 0.302
N -1.478 1.323 1.611
O -0.445 -1.512 0.083
O 1.382 -0.098 0.496
O -0.143 0.501 -1.380
H 0.203 -1.823 -0.499
H 1.887 -0.029 -0.328
H -0.697 1.239 -1.272
*
```

---

3.
A 2-piece molecular cluster, C2H3NO3 overall, computed with wB97M-V/def2-TZVPD.

## Properties
- energy above the lowest of the compared OMol25 structures with the same formula, charge and spin (eV) = 8.267
- M (g/mol) = 89.0
- DFT total energy (Ha) = -358.2259
- strongest force on any atom (eV/Å) = 5.14
- Kohn-Sham gap (alpha / beta) (eV) = 7.82 / 9.73
- highest occupied orbital energy (alpha / beta) (eV) = -9.397 / -10.199

Geometry as ORCA input:
```
! RIJCOSX wB97M-V def2-TZVPD def2/J DEFGRID3
* xyz 0 1
C 0.708 -1.019 0.800
C -0.055 0.935 -1.049
N -0.595 -0.505 0.788
O 1.362 -1.712 0.071
O 0.610 -0.101 1.777
O -1.821 -0.572 1.050
H -0.816 0.218 -1.346
H 0.966 0.866 -1.467
H -0.358 1.889 -0.624
*
```

---

4.
One molecule with the formula C2H3NO3, computed with wB97M-V/def2-TZVPD.

## Properties
- energy above the lowest of the compared OMol25 structures with the same formula, charge and spin (eV) = 4.540
- M (g/mol) = 89.0
- DFT total energy (Ha) = -358.3628
- strongest force on any atom (eV/Å) = 5.47
- Kohn-Sham gap (eV) = 9.16
- structure (SMILES) = O=CC(=O)NO
- highest occupied orbital energy (eV) = -9.832

Geometry as ORCA input:
```
! RIJCOSX wB97M-V def2-TZVPD def2/J DEFGRID3
* xyz 0 1
O 1.001 1.262 0.217
C -0.130 1.100 -0.231
C -0.833 -0.095 -0.026
O -2.093 -0.186 0.099
N 0.147 -1.094 0.059
O 1.538 -0.805 -0.170
H -0.518 2.002 -0.593
H -0.070 -2.031 -0.196
H 1.761 -0.518 0.746
*
```

---

5.
One molecule with the formula C2H3NO3, computed with wB97M-V/def2-TZVPD.

## Properties
- energy above the lowest of the compared OMol25 structures with the same formula, charge and spin (eV) = 6.178
- M (g/mol) = 89.0
- DFT total energy (Ha) = -358.3026
- strongest force on any atom (eV/Å) = 4.53
- Kohn-Sham gap (eV) = 11.25
- structure (SMILES) = O=[N+]([O-])[C@@H]1CO1
- highest occupied orbital energy (eV) = -10.531

Geometry as ORCA input:
```
! RIJCOSX wB97M-V def2-TZVPD def2/J DEFGRID3
* xyz 0 1
O 2.227 -1.039 -0.224
N 1.489 -0.088 -0.124
O 1.769 1.040 -0.445
C -0.144 -0.334 0.579
C -1.218 0.170 -0.329
O -0.671 0.890 0.782
H -0.014 -1.195 1.175
H -1.157 0.584 -1.385
H -2.281 -0.026 -0.028
*
```

---

6.
One molecule with the formula C2H3NO3S, computed with wB97M-V/def2-TZVPD.

## Properties
- energy above the lowest of the compared OMol25 structures with the same formula, charge and spin (eV) = 6.274
- M (g/mol) = 121.1
- DFT total energy (Ha) = -756.4456
- strongest force on any atom (eV/Å) = 4.07
- Kohn-Sham gap (alpha / beta) (eV) = 7.80 / 7.80
- structure (SMILES) = NS(=O)(=O)C1=CO1
- highest occupied orbital energy (alpha / beta) (eV) = -8.985 / -8.986

Geometry as ORCA input:
```
! RIJCOSX wB97M-V def2-TZVPD def2/J DEFGRID3
* xyz 0 1
N 1.081 0.562 -1.304
S -0.391 -0.146 -0.952
O -0.335 -1.604 -0.959
O -1.439 0.533 -1.651
C -0.499 0.577 1.100
C -0.692 -0.412 1.958
O 0.605 -0.221 1.810
H 1.984 0.107 -1.373
H 1.210 1.493 -1.111
H -1.525 -0.890 2.481
*
```

---

7.
A 2-piece molecular cluster, C2H3NO3S overall, computed with wB97M-V/def2-TZVPD.

## Properties
- energy above the lowest of the compared OMol25 structures with the same formula, charge and spin (eV) = 5.172
- M (g/mol) = 121.1
- DFT total energy (Ha) = -756.4861
- strongest force on any atom (eV/Å) = 3.35
- Kohn-Sham gap (alpha / beta) (eV) = 8.32 / 8.65
- highest occupied orbital energy (alpha / beta) (eV) = -9.237 / -9.912

Geometry as ORCA input:
```
! RIJCOSX wB97M-V def2-TZVPD def2/J DEFGRID3
* xyz 0 1
C 0.545 1.363 0.240
C 0.502 -0.747 -0.439
N 1.222 0.419 -0.371
O -1.990 -0.199 -1.229
O -1.587 -1.059 1.117
O -0.752 1.299 0.397
S -1.211 -0.336 -0.018
H 0.833 2.368 0.641
H 0.822 -1.409 -1.221
H 1.616 -1.700 0.883
*
```

---

8.
C2H3NO3S as an isolated structure, computed with wB97M-V/def2-TZVPD.

## Properties
- energy above the lowest of the compared OMol25 structures with the same formula, charge and spin (eV) = 4.298
- M (g/mol) = 121.1
- DFT total energy (Ha) = -756.5182
- strongest force on any atom (eV/Å) = 4.68
- Kohn-Sham gap (eV) = 9.51
- highest occupied orbital energy (eV) = -9.737

Geometry as ORCA input:
```
! RIJCOSX wB97M-V def2-TZVPD def2/J DEFGRID3
* xyz 0 1
C 1.272 -0.156 0.536
C -0.418 -0.111 -0.582
N -1.352 0.407 0.169
O -0.414 -0.523 -1.699
O 3.747 -0.613 0.677
O -2.673 0.551 -0.309
S 2.599 -0.670 -0.237
H 1.167 0.183 1.547
H -1.269 0.717 1.122
H -2.660 0.215 -1.224
*
```

---

9.
One molecule with the formula C2H3NO4, computed with wB97M-V/def2-TZVPD.

## Properties
- energy above the lowest of the compared OMol25 structures with the same formula, charge and spin (eV) = 3.030
- M (g/mol) = 105.0
- DFT total energy (Ha) = -433.6522
- strongest force on any atom (eV/Å) = 4.18
- Kohn-Sham gap (eV) = 10.78
- structure (SMILES) = O=C(O)C(=O)NO
- highest occupied orbital energy (eV) = -10.387

Geometry as ORCA input:
```
! RIJCOSX wB97M-V def2-TZVPD def2/J DEFGRID3
* xyz 0 1
O 2.323 -0.088 -0.674
C 1.224 -0.104 -0.227
O 0.707 -1.123 0.569
C 0.123 1.009 -0.137
O 0.573 2.141 0.196
N -1.203 0.586 -0.162
O -1.460 -0.749 -0.555
H 1.477 -1.715 0.739
H -2.083 1.313 -0.058
H -1.681 -1.270 0.309
*
```

---

10.
One molecule with the formula C2H3NO4, computed with wB97M-V/def2-TZVPD.

## Properties
- energy above the lowest of the compared OMol25 structures with the same formula, charge and spin (eV) = 5.921
- M (g/mol) = 105.0
- DFT total energy (Ha) = -433.5460
- strongest force on any atom (eV/Å) = 6.95
- Kohn-Sham gap (eV) = 10.86
- structure (SMILES) = O=COC[N+](=O)[O-]
- highest occupied orbital energy (eV) = -11.083

Geometry as ORCA input:
```
! RIJCOSX wB97M-V def2-TZVPD def2/J DEFGRID3
* xyz 0 1
O 2.533 0.950 -0.666
C 1.786 0.616 0.203
O 0.664 -0.122 0.407
C -0.564 -0.829 -0.196
N -1.562 0.231 -0.033
O -1.150 1.261 0.414
O -2.653 0.036 -0.463
H 1.930 0.705 1.277
H -0.211 -1.161 -1.252
H -0.772 -1.688 0.309
*
```

---

11.
A 2-piece molecular cluster, C2H3NO4S overall, computed with wB97M-V/def2-TZVPD.

## Properties
- energy above the lowest of the compared OMol25 structures with the same formula, charge and spin (eV) = 2.934
- M (g/mol) = 137.1
- DFT total energy (Ha) = -831.7668
- strongest force on any atom (eV/Å) = 4.25
- Kohn-Sham gap (alpha / beta) (eV) = 7.12 / 7.11
- highest occupied orbital energy (alpha / beta) (eV) = -8.738 / -8.737

Geometry as ORCA input:
```
! RIJCOSX wB97M-V def2-TZVPD def2/J DEFGRID3
* xyz 0 1
C -0.677 0.110 0.138
C 0.652 -0.461 1.711
N -0.066 0.741 -0.819
O -1.730 -0.375 0.488
O 3.417 -0.604 2.052
O 2.416 -0.227 -0.129
O -0.178 -1.241 2.353
S 2.438 -1.020 1.108
H 1.061 0.726 -0.692
H -0.541 0.859 -1.785
H -1.073 -0.958 2.231
*
```

---

12.
One molecule with the formula C2H3NOS, computed with wB97M-V/def2-TZVPD.

## Properties
- energy above the lowest of the compared OMol25 structures with the same formula, charge and spin (eV) = 1.554
- M (g/mol) = 89.1
- DFT total energy (Ha) = -606.1302
- strongest force on any atom (eV/Å) = 3.20
- Kohn-Sham gap (eV) = 10.32
- structure (SMILES) = C=NSC=O
- highest occupied orbital energy (eV) = -9.709

Geometry as ORCA input:
```
! RIJCOSX wB97M-V def2-TZVPD def2/J DEFGRID3
* xyz 0 1
C -0.588 -1.160 0.700
N -0.735 -1.149 -0.544
S -0.705 0.555 -1.235
C 0.723 1.284 -0.593
O 1.548 0.717 0.028
H -0.547 -2.214 1.063
H -0.482 -0.407 1.421
H 0.786 2.373 -0.841
*
```

---

13.
One molecule with the formula C2H3NOS, computed with wB97M-V/def2-TZVPD.

## Properties
- energy above the lowest of the compared OMol25 structures with the same formula, charge and spin (eV) = 2.017
- M (g/mol) = 89.1
- DFT total energy (Ha) = -606.1132
- strongest force on any atom (eV/Å) = 2.83
- Kohn-Sham gap (eV) = 8.86
- highest occupied orbital energy (eV) = -9.787

Geometry as ORCA input:
```
! RIJCOSX wB97M-V def2-TZVPD def2/J DEFGRID3
* xyz 0 1
C -0.207 0.299 0.230
C 0.972 -0.174 -0.040
N 2.173 0.559 0.003
O 3.673 2.130 1.135
S 2.341 1.617 1.090
H -1.111 -0.154 0.103
H -0.171 1.257 0.578
H 1.201 -1.133 -0.483
*
```

---

14.
One molecule with the formula C2H3NOS, computed with wB97M-V/def2-TZVPD.

## Properties
- energy above the lowest of the compared OMol25 structures with the same formula, charge and spin (eV) = 0.336
- M (g/mol) = 89.1
- DFT total energy (Ha) = -606.1750
- strongest force on any atom (eV/Å) = 2.75
- Kohn-Sham gap (eV) = 8.67
- structure (SMILES) = O=CNC=S
- highest occupied orbital energy (eV) = -9.155

Geometry as ORCA input:
```
! RIJCOSX wB97M-V def2-TZVPD def2/J DEFGRID3
* xyz 0 1
O 1.670 -0.972 -0.009
C 1.264 0.186 -0.087
N -0.086 0.474 0.068
C -1.060 -0.509 0.062
S -2.663 -0.278 -0.035
H 1.999 1.148 -0.031
H -0.450 1.410 -0.006
H -0.673 -1.460 0.038
*
```

---

15.
One molecule with the formula C2H3NOS, computed with wB97M-V/def2-TZVPD.

## Properties
- energy above the lowest of the compared OMol25 structures with the same formula, charge and spin (eV) = 2.869
- M (g/mol) = 89.1
- DFT total energy (Ha) = -606.0819
- strongest force on any atom (eV/Å) = 3.64
- Kohn-Sham gap (eV) = 8.98
- structure (SMILES) = C=NOC=S
- highest occupied orbital energy (eV) = -8.769

Geometry as ORCA input:
```
! RIJCOSX wB97M-V def2-TZVPD def2/J DEFGRID3
* xyz 0 1
C 2.345 -0.406 -0.023
N 1.071 -0.396 -0.006
O 0.563 0.926 0.012
C -0.857 0.841 -0.033
S -1.589 -0.524 0.008
H 2.837 -1.346 0.020
H 2.874 0.575 0.112
H -1.212 1.909 0.021
*
```

---

16.
A 2-piece molecular cluster, C2H3NOS2 overall, computed with wB97M-V/def2-TZVPD.

## Properties
- energy above the lowest of the compared OMol25 structures with the same formula, charge and spin (eV) = 1.828
- M (g/mol) = 121.2
- DFT total energy (Ha) = -1004.3204
- strongest force on any atom (eV/Å) = 4.35
- Kohn-Sham gap (eV) = 7.89
- highest occupied orbital energy (eV) = -9.143

Geometry as ORCA input:
```
! RIJCOSX wB97M-V def2-TZVPD def2/J DEFGRID3
* xyz 0 1
C 3.566 -0.157 -0.150
C -2.671 0.724 0.372
N 2.686 0.248 -0.808
O 4.371 -0.406 0.606
S -2.932 -0.823 -0.225
S -1.473 -2.023 -0.113
H -1.863 1.002 0.910
H -3.404 1.465 0.292
H 1.720 -0.030 -0.886
*
```

---

17.
One molecule with the formula C2H3NOS2, computed with wB97M-V/def2-TZVPD.

## Properties
- energy above the lowest of the compared OMol25 structures with the same formula, charge and spin (eV) = 1.448
- M (g/mol) = 121.2
- DFT total energy (Ha) = -1004.3343
- strongest force on any atom (eV/Å) = 3.84
- Kohn-Sham gap (eV) = 9.09
- structure (SMILES) = O=C1NSCS1
- highest occupied orbital energy (eV) = -9.283

Geometry as ORCA input:
```
! RIJCOSX wB97M-V def2-TZVPD def2/J DEFGRID3
* xyz 0 1
O -2.386 -0.720 -0.012
C -1.191 -0.364 -0.178
N -0.115 -1.197 -0.403
S 1.582 -0.494 -0.329
C 0.951 0.964 0.261
S -0.767 1.219 -0.477
H -0.450 -2.147 0.020
H 0.760 1.054 1.366
H 1.615 1.685 -0.248
*
```

---

18.
One molecule with the formula C2H3NOS2, computed with wB97M-V/def2-TZVPD.

## Properties
- energy above the lowest of the compared OMol25 structures with the same formula, charge and spin (eV) = 1.952
- M (g/mol) = 121.2
- DFT total energy (Ha) = -1004.3158
- strongest force on any atom (eV/Å) = 1.95
- Kohn-Sham gap (eV) = 8.79
- structure (SMILES) = S=CO/C=N/S
- highest occupied orbital energy (eV) = -9.026

Geometry as ORCA input:
```
! RIJCOSX wB97M-V def2-TZVPD def2/J DEFGRID3
* xyz 0 1
S 1.559 -1.432 2.616
C 0.872 -0.717 1.334
O -0.413 -0.396 1.310
C -0.838 0.280 0.209
N -0.131 0.276 -0.847
S -0.846 0.947 -2.283
H 1.350 -0.534 0.372
H -1.862 0.683 0.315
H 0.309 0.892 -3.026
*
```

---

19.
C2H3NOS2 as an isolated structure, computed with wB97M-V/def2-TZVPD.

## Properties
- energy above the lowest of the compared OMol25 structures with the same formula, charge and spin (eV) = 3.904
- M (g/mol) = 121.2
- DFT total energy (Ha) = -1004.2441
- strongest force on any atom (eV/Å) = 5.08
- Kohn-Sham gap (eV) = 8.31
- highest occupied orbital energy (eV) = -9.120

Geometry as ORCA input:
```
! RIJCOSX wB97M-V def2-TZVPD def2/J DEFGRID3
* xyz 0 1
C -0.175 -0.647 -0.149
C 1.791 0.915 -0.055
H -3.580 -0.709 0.727
H 0.711 -1.400 0.080
H 1.923 1.977 0.080
N -1.390 -0.919 -0.105
O 0.338 0.659 -0.011
S -2.609 0.359 -0.309
S 2.990 -0.236 -0.258
*
```

---

20.
C2H3NOS2 as an isolated structure, computed with wB97M-V/def2-TZVPD.

## Properties
- energy above the lowest of the compared OMol25 structures with the same formula, charge and spin (eV) = 1.689
- M (g/mol) = 121.2
- DFT total energy (Ha) = -1004.3255
- strongest force on any atom (eV/Å) = 3.83
- Kohn-Sham gap (eV) = 9.55
- highest occupied orbital energy (eV) = -8.777

Geometry as ORCA input:
```
! RIJCOSX wB97M-V def2-TZVPD def2/J DEFGRID3
* xyz 0 1
C -1.353 0.605 0.324
C 0.540 -0.542 -0.157
N -1.316 0.092 1.430
O -0.418 0.313 -0.669
S 0.028 -0.883 1.558
S 2.266 0.207 -0.248
H -2.197 1.230 0.001
H 0.554 -1.522 -0.831
H 1.897 0.500 -1.408
*
```